1.
Computed, not measured: a 2-piece molecular cluster, C6H14 overall, with ωB97M-V with the def2-TZVPD basis set.

The geometry in XYZ format:
```
20
Properties=species:S:1:pos:R:3:forces:R:3
C 2.8541 0.2912 0.1985 0.2 0.1 0.2
C 1.5716 -0.2883 -0.0131 -0.1 -0.1 0.1
C 0.3200 0.4799 0.3595 0.0 0.0 0.0
C -0.9976 -0.3059 0.3364 0.0 0.0 0.0
C -2.0917 0.5309 1.0032 0.0 0.0 0.0
C -1.4370 -0.7338 -1.0647 0.0 0.0 0.0
H 2.9537 1.3666 0.3037 -0.1 -0.2 0.0
H 2.2023 0.0204 -1.0929 -0.2 -0.1 -0.3
H 3.7371 -0.3334 0.2507 -0.2 0.1 0.0
H 1.2581 -0.3846 -1.6517 0.1 0.1 0.2
H 1.5138 -1.3733 0.0699 0.0 0.2 0.0
H 0.2472 1.3792 -0.2625 0.0 -0.1 0.1
H 0.5055 0.8290 1.3866 0.0 -0.1 -0.2
H -0.8477 -1.2132 0.9424 0.0 0.1 -0.1
H -3.0388 -0.0187 1.0383 0.1 0.1 0.0
H -1.8194 0.8048 2.0292 0.0 0.0 -0.1
H -2.2649 1.4584 0.4418 0.0 -0.1 0.1
H -2.3989 -1.2588 -1.0176 0.1 0.1 0.0
H -1.5598 0.1426 -1.7136 0.0 -0.1 0.1
H -0.7075 -1.3928 -1.5440 -0.1 0.1 0.1
```
Forces are in eV/Å.

charge	0
energy relative to the best compared isomer or geometry (same formula, charge and spin)	5.259	eV



2.
Computed, not measured: a 2-piece molecular cluster, C6H14 overall, with ωB97M-V with the def2-TZVPD basis set.

The geometry in XYZ format:
```
20
Properties=species:S:1:pos:R:3:forces:R:3
C -2.5663 0.2089 1.2837 0.1 -0.5 0.0
C -1.2570 0.0169 1.1195 -0.4 -0.8 0.2
C -0.6094 -0.3365 -0.2002 -0.1 -0.2 0.0
C 0.9173 -0.5417 -0.2314 0.0 -0.1 0.1
C 1.2825 -1.3547 -1.4770 0.0 0.0 0.0
C 1.7430 0.7487 -0.1968 -0.1 0.1 0.0
H -3.2347 0.2507 0.4239 0.1 -0.2 0.2
H -2.9898 0.4487 2.2559 0.1 -0.1 -0.2
H -0.5869 0.1000 1.9778 -0.2 -0.2 -0.1
H -0.9034 0.3478 -1.0129 0.0 0.0 0.3
H -1.0786 -1.2974 -0.4261 0.1 -0.1 -0.4
H 1.1910 -1.1378 0.6510 -0.1 0.0 -0.1
H 2.3551 -1.5750 -1.5096 -0.1 0.1 0.0
H 0.7404 -2.3066 -1.5037 0.1 0.1 0.0
H 1.0301 -0.8000 -2.3901 0.0 -0.1 0.1
H 2.8138 0.5152 -0.2695 -0.2 0.0 0.0
H 1.4910 1.4001 -1.0429 0.0 -0.1 0.1
H 1.5872 1.3241 0.7221 0.0 -0.1 -0.1
H -1.3151 1.8706 0.9829 1.1 1.2 -0.3
H -0.6100 2.1179 0.8433 -0.3 0.9 -0.1
```
Forces are in eV/Å.

charge	0
energy relative to the best compared isomer or geometry (same formula, charge and spin)	2.578	eV
SMILES	C=CCC(C)C.[H][H]



3.
Computed, not measured: one molecule with the formula C6H14B2N2O2, with ωB97M-V with the def2-TZVPD basis set.

The geometry in XYZ format:
```
26
Properties=species:S:1:pos:R:3:forces:R:3
C 1.4605 2.5789 0.6571 0.6 -0.4 0.9
C 0.7987 1.5390 0.0811 2.1 5.1 1.4
O -0.2996 1.8108 -0.6256 -0.4 0.1 -0.4
N 1.1394 0.2443 0.2132 -1.4 -1.9 2.4
C 0.1980 -0.5234 1.0565 0.2 -1.0 0.0
C -0.7794 -1.4459 0.2056 -1.2 2.3 2.4
N -2.0116 -0.7767 -0.1881 1.4 -0.6 0.5
B -3.0034 -0.0635 -0.3930 0.4 -0.4 0.3
C -4.2163 0.8189 -0.5010 -1.8 -1.3 1.1
B 2.1693 -0.4494 -0.3974 0.4 -1.1 -1.0
C 2.4934 -1.9337 -0.0323 -0.2 -1.2 -0.4
O 2.6188 0.1471 -1.5140 1.6 0.6 -2.0
H 1.1943 3.6376 0.5260 -0.3 -0.8 -0.2
H 2.2769 2.4580 1.4223 -0.8 -0.4 -1.2
H -0.5715 0.9187 -0.7697 -1.6 -0.9 -1.1
H -0.3299 0.1394 1.7434 -0.2 0.1 -0.3
H 0.7845 -1.2137 1.7094 -0.4 0.5 -0.5
H -0.2489 -1.6119 -0.6929 0.6 -1.4 -0.7
H -0.9857 -2.2190 0.9837 0.0 -0.3 -1.5
H -5.1788 0.2619 -0.6439 0.9 0.5 -0.6
H -4.0719 1.6532 -1.1031 0.0 1.2 -1.7
H -4.4243 1.2738 0.4453 0.3 0.2 1.0
H 3.3725 -2.2938 -0.5744 0.4 0.3 0.4
H 1.7218 -2.5994 -0.5732 0.6 0.8 1.5
H 2.6082 -2.0965 1.0753 -0.3 -0.3 -1.2
H 3.2849 -0.2548 -2.1104 -0.7 0.2 1.1
```
Forces are in eV/Å.

charge	0
energy relative to the best compared isomer or geometry (same formula, charge and spin)	2.260	eV
SMILES	C=C(O)N(CC/N=B\C)B(C)O



Copy entry 1 word for word.
Computed, not measured: a 2-piece molecular cluster, C6H14 overall, with ωB97M-V with the def2-TZVPD basis set.

The geometry in XYZ format:
```
20
Properties=species:S:1:pos:R:3:forces:R:3
C 2.8541 0.2912 0.1985 0.2 0.1 0.2
C 1.5716 -0.2883 -0.0131 -0.1 -0.1 0.1
C 0.3200 0.4799 0.3595 0.0 0.0 0.0
C -0.9976 -0.3059 0.3364 0.0 0.0 0.0
C -2.0917 0.5309 1.0032 0.0 0.0 0.0
C -1.4370 -0.7338 -1.0647 0.0 0.0 0.0
H 2.9537 1.3666 0.3037 -0.1 -0.2 0.0
H 2.2023 0.0204 -1.0929 -0.2 -0.1 -0.3
H 3.7371 -0.3334 0.2507 -0.2 0.1 0.0
H 1.2581 -0.3846 -1.6517 0.1 0.1 0.2
H 1.5138 -1.3733 0.0699 0.0 0.2 0.0
H 0.2472 1.3792 -0.2625 0.0 -0.1 0.1
H 0.5055 0.8290 1.3866 0.0 -0.1 -0.2
H -0.8477 -1.2132 0.9424 0.0 0.1 -0.1
H -3.0388 -0.0187 1.0383 0.1 0.1 0.0
H -1.8194 0.8048 2.0292 0.0 0.0 -0.1
H -2.2649 1.4584 0.4418 0.0 -0.1 0.1
H -2.3989 -1.2588 -1.0176 0.1 0.1 0.0
H -1.5598 0.1426 -1.7136 0.0 -0.1 0.1
H -0.7075 -1.3928 -1.5440 -0.1 0.1 0.1
```
Forces are in eV/Å.

charge	0
energy relative to the best compared isomer or geometry (same formula, charge and spin)	5.259	eV



Repeat the second record exactly.
Computed, not measured: a 2-piece molecular cluster, C6H14 overall, with ωB97M-V with the def2-TZVPD basis set.

The geometry in XYZ format:
```
20
Properties=species:S:1:pos:R:3:forces:R:3
C -2.5663 0.2089 1.2837 0.1 -0.5 0.0
C -1.2570 0.0169 1.1195 -0.4 -0.8 0.2
C -0.6094 -0.3365 -0.2002 -0.1 -0.2 0.0
C 0.9173 -0.5417 -0.2314 0.0 -0.1 0.1
C 1.2825 -1.3547 -1.4770 0.0 0.0 0.0
C 1.7430 0.7487 -0.1968 -0.1 0.1 0.0
H -3.2347 0.2507 0.4239 0.1 -0.2 0.2
H -2.9898 0.4487 2.2559 0.1 -0.1 -0.2
H -0.5869 0.1000 1.9778 -0.2 -0.2 -0.1
H -0.9034 0.3478 -1.0129 0.0 0.0 0.3
H -1.0786 -1.2974 -0.4261 0.1 -0.1 -0.4
H 1.1910 -1.1378 0.6510 -0.1 0.0 -0.1
H 2.3551 -1.5750 -1.5096 -0.1 0.1 0.0
H 0.7404 -2.3066 -1.5037 0.1 0.1 0.0
H 1.0301 -0.8000 -2.3901 0.0 -0.1 0.1
H 2.8138 0.5152 -0.2695 -0.2 0.0 0.0
H 1.4910 1.4001 -1.0429 0.0 -0.1 0.1
H 1.5872 1.3241 0.7221 0.0 -0.1 -0.1
H -1.3151 1.8706 0.9829 1.1 1.2 -0.3
H -0.6100 2.1179 0.8433 -0.3 0.9 -0.1
```
Forces are in eV/Å.

charge	0
energy relative to the best compared isomer or geometry (same formula, charge and spin)	2.578	eV
SMILES	C=CCC(C)C.[H][H]